ORCA calculation (ωB97M-V/def2-TZVPD) on the molecule C21H22N4O5S.

The HOMO energy is -8.9417 eV. The calculation puts the HOMO-LUMO gap at 9.30 eV. Its energy above the lowest of the compared OMol25 structures with the same formula, charge and spin is 86.45 kJ/mol. As for the structure (SMILES): COc1ccccc1OCC(=O)Nc1ccc(S(=O)(=O)Nc2cc(C)nc(C)n2)cc1. The calculation puts the total energy at -1806.8740 Ha.

Geometry as XYZ:
```
53
Properties=species:S:1:pos:R:3:forces:R:3:nbo_charge:R:1
C 0.664228 4.030056 -0.923617 -0.2 0.2 0.1 -0.256
O 1.695334 3.130024 -1.258413 0.3 -0.2 -0.3 -0.526
C 1.849623 2.789105 -2.575749 0.2 -0.1 0.1 0.321
C 0.970616 3.128803 -3.592181 0.0 0.1 0.2 -0.304
C 1.214232 2.716857 -4.893143 0.1 0.0 -0.1 -0.201
C 2.336899 1.971566 -5.191379 -0.1 0.0 -0.1 -0.221
C 3.226624 1.631259 -4.185413 0.1 0.0 0.3 -0.244
C 2.993831 2.029116 -2.880646 -0.2 0.1 0.1 0.224
O 3.874210 1.784337 -1.845438 -0.1 0.3 -0.2 -0.511
C 4.330568 0.463663 -1.667618 0.2 -0.4 0.0 -0.154
C 3.404092 -0.382717 -0.781983 0.1 0.3 -0.3 0.658
O 3.522572 -1.585132 -0.721069 0.1 -0.2 0.0 -0.599
N 2.505247 0.373373 -0.102136 0.0 0.6 0.0 -0.618
C 1.543434 -0.030648 0.813283 -0.2 -0.3 0.2 0.178
C 1.372575 -1.364016 1.188518 0.1 -0.1 -0.1 -0.256
C 0.393668 -1.697227 2.106258 0.0 0.0 0.1 -0.148
C -0.409126 -0.710969 2.644275 -0.4 -0.3 0.5 -0.373
S -1.750223 -1.130176 3.742046 -0.2 0.4 -0.2 2.321
O -1.710166 -2.524384 4.050856 0.1 -0.1 -0.3 -0.923
O -1.850559 -0.182189 4.807856 0.0 0.2 -0.2 -0.927
N -3.094076 -0.814287 2.761629 0.4 0.0 0.9 -0.841
C -3.114886 -1.238924 1.454027 0.1 -0.7 -0.9 0.405
C -2.572191 -2.469647 1.090141 -0.2 0.2 -0.2 -0.369
C -2.599786 -2.781067 -0.261289 0.0 0.2 0.3 0.298
C -2.000266 -4.043089 -0.787651 0.0 0.0 0.0 -0.654
N -3.149486 -1.953647 -1.148299 0.0 -0.3 -0.5 -0.501
C -3.676278 -0.826413 -0.702578 0.0 0.1 0.1 0.446
C -4.333961 0.068568 -1.700598 0.0 0.0 0.0 -0.649
N -3.665958 -0.420297 0.561222 -0.1 0.2 0.5 -0.515
C -0.246379 0.615662 2.290143 0.1 0.1 -0.1 -0.188
C 0.731810 0.957169 1.379535 -0.1 -0.1 0.0 -0.190
H -0.322942 3.576182 -1.059107 0.0 0.0 0.0 0.182
H 0.809668 4.273973 0.128063 -0.1 0.0 -0.1 0.200
H 0.729789 4.948495 -1.513148 0.0 0.0 0.0 0.187
H 0.084611 3.705206 -3.380029 -0.1 0.1 0.1 0.224
H 0.517550 2.986434 -5.671668 -0.1 0.0 -0.1 0.218
H 2.530952 1.657345 -6.204779 0.0 0.0 -0.1 0.219
H 4.115555 1.067198 -4.423325 0.1 0.0 0.0 0.221
H 4.477907 -0.070126 -2.610973 -0.1 0.0 0.1 0.206
H 5.298958 0.534074 -1.160867 -0.1 -0.1 -0.1 0.221
H 2.537512 1.372484 -0.302899 0.0 -0.3 0.0 0.437
H 2.006780 -2.121853 0.759516 0.0 0.0 0.0 0.264
H 0.249719 -2.717980 2.421368 0.0 -0.2 0.0 0.242
H -3.510687 0.092971 2.910495 0.1 0.2 0.1 0.430
H -2.168205 -3.132014 1.834464 0.0 -0.2 0.0 0.247
H -0.920002 -3.924231 -0.866378 0.1 0.0 0.0 0.233
H -2.203745 -4.872756 -0.115750 0.0 -0.1 0.0 0.223
H -2.397635 -4.254480 -1.775920 0.0 0.0 0.0 0.236
H -3.768875 0.066318 -2.628209 0.0 0.0 -0.1 0.230
H -5.332806 -0.309378 -1.912744 -0.1 0.0 -0.1 0.232
H -4.417189 1.073639 -1.299435 0.0 0.1 0.0 0.224
H -0.878581 1.362867 2.743159 0.0 0.2 0.0 0.235
H 0.878784 1.987397 1.095723 0.0 0.1 0.0 0.208
```
Forces are in eV/Å.